Record 1
Entry from the OMol25 dataset: a molecular structure, C8H7Br2NO3 (ωB97M-V with the def2-TZVPD basis set).

The geometry in XYZ format:
```
21
Properties=species:S:1:pos:R:3:forces:R:3:mulliken_charge:R:1
Br 5.1360 1.2463 0.0070 0.3 0.6 -0.3 -0.035
Br 3.3482 -1.1877 0.7832 -0.1 -0.3 0.1 -0.075
O 3.6231 0.7628 -2.5989 0.1 1.4 -2.2 -0.721
O 1.3837 1.1556 0.7426 0.0 -0.2 -0.1 -0.343
O 2.3278 -0.9175 -1.8765 -1.9 0.4 -2.8 -0.467
N 3.2790 0.0776 -1.6729 0.4 -0.9 1.7 0.857
C -3.2015 -1.0007 0.2653 -0.6 -0.9 1.1 -0.470
C -2.1790 0.9104 1.2123 0.4 -2.3 -1.4 -0.657
C 3.7991 0.1008 -0.4837 -0.6 -1.1 0.5 0.015
C -0.8055 -0.7792 0.0173 -3.0 2.7 1.4 -0.555
C 0.2401 1.3006 1.0436 -2.3 2.4 1.2 -0.185
C -0.9740 0.4601 0.7278 1.9 -1.2 -0.3 0.988
C -1.9831 -1.4814 -0.1925 0.7 2.1 1.3 -0.534
C -3.3157 0.1411 0.9824 0.3 2.7 -0.3 -0.407
H -0.1593 2.3050 1.6658 1.2 -2.0 -1.1 0.069
H -2.1429 1.8182 1.6772 -0.4 2.3 1.4 0.394
H -4.2787 0.6213 1.1215 -0.1 -0.5 0.6 0.339
H -4.1226 -1.5578 0.3573 0.1 -0.7 -1.2 0.330
H -1.9717 -2.3899 -0.6181 0.1 -3.1 -1.7 0.511
H 1.8500 -0.6682 -2.7983 1.9 -0.4 2.9 0.374
H 0.1470 -0.9175 -0.3623 1.7 -1.1 -0.7 0.573
```
Forces are in eV/Å.

## Properties
multiplicity = 1
total charge = 0
LUMO energy = 0.02 eV



Record 2
Entry from the OMol25 dataset: C4H6BrNOS in the gas phase (ωB97M-V with the def2-TZVPD basis set).

The geometry in XYZ format:
```
14
Properties=species:S:1:pos:R:3:forces:R:3:mulliken_charge:R:1
Br 2.8982 0.2968 0.0704 0.9 0.7 0.2 -0.177
S -2.3216 1.8107 -0.3861 0.3 -0.2 -0.2 -0.319
O 1.3353 -2.1179 -0.4099 1.3 1.9 1.1 -0.504
N -0.7729 2.0719 0.2186 1.7 -0.9 0.6 -0.262
C -0.8969 -1.1848 -0.1248 0.9 -2.6 1.4 -1.367
C 0.5819 -1.0264 -0.1553 -1.9 1.4 0.1 0.838
C 1.0147 0.2184 0.1346 0.9 -1.5 -0.2 0.034
C 0.3774 1.4656 0.5151 -3.6 -2.8 -2.9 -0.378
H -0.9399 -2.2378 0.2233 -0.9 0.2 -0.5 0.403
H 1.0068 -2.7393 -1.0338 -1.1 -0.6 -0.7 0.347
H -0.5916 3.0172 0.4809 -0.7 0.9 0.3 0.258
H -1.2935 -1.0330 -1.0869 -0.9 0.0 -1.1 0.324
H 1.0227 2.0847 0.9231 3.0 3.0 2.0 0.400
H -1.4205 -0.6259 0.6310 0.1 0.6 0.0 0.404
```
Forces are in eV/Å.

## Properties
structure (SMILES) = C/C(O)=C(Br)\C=[NH+]/[S-]
multiplicity = 1
total charge = 0
LUMO energy (spin up / spin down) = -0.55 / -0.55 eV



Record 3
Entry from the OMol25 dataset: 2 unconnected molecules or ions with the total composition C5H11BrO2Si (ωB97M-V with the def2-TZVPD basis set).

The geometry in XYZ format:
```
20
Properties=species:S:1:pos:R:3:forces:R:3:mulliken_charge:R:1
Br -3.1729 -0.2111 -0.7499 1.6 -0.2 0.4 -0.634
Si 0.1313 -0.6028 0.1603 -2.1 0.7 1.7 0.353
O 0.5175 -0.9589 -1.3318 0.6 -0.2 0.4 -0.141
O 0.2335 -1.9367 1.0764 0.7 2.9 0.0 -0.296
C 0.0759 1.0368 1.1450 0.7 -0.3 -1.9 -0.073
C 0.4454 -0.1086 -2.4275 -1.2 1.8 0.1 -0.747
C -0.1366 2.4573 0.6197 0.2 1.0 0.8 -0.480
C -0.5117 -3.0671 0.8444 -4.2 -0.9 -1.1 -0.560
C 1.2212 2.0875 1.1409 0.4 -2.1 -1.1 -0.551
H 0.8207 -0.4813 -3.2898 1.2 -2.4 -2.4 0.344
H -0.4098 0.9380 2.0835 -0.4 -0.6 0.6 0.397
H -0.7828 3.0211 1.3854 1.1 -0.7 -1.6 0.200
H -0.0598 -3.6561 0.0720 0.5 -0.8 0.1 0.278
H -0.7477 -3.5537 1.8004 0.5 -0.2 -0.5 0.252
H 1.0429 0.7635 -2.3831 0.6 1.2 1.1 0.322
H -0.1615 2.8314 -0.4239 -0.5 -0.9 0.8 0.244
H 1.5585 2.3666 2.0967 0.3 0.5 1.0 0.259
H -0.5499 0.1913 -2.6877 -0.9 0.1 0.4 0.337
H 2.0741 1.7155 0.4967 -1.2 1.2 0.3 0.252
H -1.5884 -2.8327 0.3725 2.1 -0.1 1.1 0.243
```
Forces are in eV/Å.

## Properties
multiplicity = 1
total charge = 0
LUMO energy = -0.10 eV



Record 4
Entry from the OMol25 dataset: C25H24FN3O2 in the gas phase (ωB97M-V with the def2-TZVPD basis set).

The geometry in XYZ format:
```
55
Properties=species:S:1:pos:R:3:forces:R:3:mulliken_charge:R:1
F 5.3370 1.8743 6.5808 -0.1 0.0 -0.1 -0.342
O -1.9331 -0.3381 -0.0841 0.0 0.0 0.0 -0.690
O -1.1601 0.3570 -4.4914 0.0 -0.1 0.1 -0.657
N -1.5074 -0.0187 -2.2890 0.1 0.3 0.1 0.188
N 1.3153 2.6212 2.8610 -0.5 0.2 -0.1 0.071
N 0.9713 1.4520 0.2759 0.0 -0.1 0.1 0.654
C -1.9628 -0.7706 -1.2197 -0.1 -0.1 0.2 0.516
C -2.1336 -2.1878 -5.2188 0.1 0.4 0.5 -0.391
C 1.2147 0.6663 -0.9211 0.0 0.2 -0.2 -1.202
C 2.3445 2.3942 3.7575 0.3 -0.1 0.4 0.812
C -0.9660 1.3106 -2.0196 0.2 0.5 0.0 -1.274
C -3.4831 -4.6609 -2.0869 0.0 0.0 0.2 -0.780
C 0.3145 1.6097 2.5987 0.0 -0.3 0.0 -1.470
C 1.5564 3.3793 1.6514 0.3 0.0 -0.3 -1.244
C 0.7361 0.6642 1.4709 -0.2 0.0 0.2 -0.363
C 2.5212 1.1691 4.4142 -0.2 0.1 -0.2 -0.259
C 3.2107 3.4416 4.1067 -0.1 -0.1 -0.1 -0.262
C -3.0364 -3.8564 -3.1559 0.1 0.3 0.1 0.523
C -1.5474 -0.3978 -3.6225 0.0 0.0 -0.3 0.218
C 4.3550 2.0459 5.6613 -0.1 -0.1 0.0 0.335
C -2.6341 -3.4609 -5.5075 -0.1 -0.3 0.0 -0.688
C 3.5132 0.9945 5.3598 0.3 0.2 0.2 -0.840
C 1.9963 2.4465 0.5168 -0.1 0.3 0.1 -0.728
C -2.4827 -2.1137 -1.5325 -0.2 -0.5 0.3 0.339
C 4.2094 3.2733 5.0420 0.2 -0.2 0.2 -0.740
C -3.0759 -4.2798 -4.5008 0.1 0.1 -0.2 -0.735
C 0.5586 1.3374 -2.1291 -0.1 -0.3 0.2 -0.753
C -2.5285 -2.5651 -2.8664 -0.1 -0.2 0.0 0.518
C -2.9302 -2.9291 -0.5139 0.2 0.5 -0.2 -0.436
C -3.4295 -4.2042 -0.7956 -0.1 -0.3 -0.2 -0.732
C -2.0783 -1.7396 -3.9156 -0.1 -0.4 -0.5 0.215
H 3.0899 4.4142 3.6566 0.0 0.1 0.0 0.376
H 0.0841 1.0598 3.5098 0.0 0.0 0.0 0.567
H -1.4023 1.9958 -2.7495 0.0 -0.1 0.1 0.474
H 2.2928 0.5329 -1.1074 -0.1 -0.1 0.1 0.420
H -1.7842 -1.5375 -6.0066 0.0 0.1 0.0 0.527
H 0.8754 2.3790 -2.1811 0.1 0.1 -0.1 0.395
H 0.6211 3.8704 1.3660 0.1 0.0 0.0 0.359
H 2.1479 3.0286 -0.3943 0.1 0.0 0.0 0.504
H -3.8706 -5.6455 -2.3050 0.0 -0.1 0.0 0.414
H -0.5929 2.1313 2.2783 0.0 -0.1 0.0 0.341
H 1.6362 0.0970 1.7719 0.0 0.0 0.0 0.321
H 0.8691 0.8439 -3.0505 0.0 0.1 -0.1 0.543
H 0.7806 -0.3271 -0.7849 0.1 0.0 0.0 0.461
H -3.4630 -5.2635 -4.7239 0.0 -0.1 0.0 0.415
H 4.8682 4.0871 5.3013 0.1 0.1 0.0 0.414
H 1.8888 0.3268 4.1861 -0.1 -0.1 -0.1 0.245
H -1.2608 1.5888 -1.0073 0.0 0.0 -0.2 0.546
H -2.6699 -3.7946 -6.5336 0.0 0.0 -0.1 0.400
H 3.6416 0.0447 5.8551 0.0 -0.1 0.1 0.415
H -0.0779 -0.0331 1.2675 0.1 0.0 0.0 0.385
H 2.9612 1.9779 0.7942 -0.1 0.0 -0.1 0.356
H -2.8887 -2.5630 0.5010 0.0 0.1 0.1 0.536
H -3.7749 -4.8274 0.0154 0.0 -0.1 0.0 0.402
H 2.3186 4.1386 1.8113 -0.1 0.0 0.0 0.376
```
Forces are in eV/Å.

## Properties
structure (SMILES) = O=C1c2cccc3cccc(c23)C(=O)N1CCCN1CCN(c2ccc(F)cc2)CC1
multiplicity = 1
total charge = 0
LUMO energy = -0.90 eV



Record 5
Entry from the OMol25 dataset: a molecular structure, C2H2NiO4 (ωB97M-V with the def2-TZVPD basis set).

The geometry in XYZ format:
```
9
Properties=species:S:1:pos:R:3:forces:R:3:mulliken_charge:R:1
Ni 1.1975 1.6252 -0.5762 0.1 0.3 -0.3 0.099
O -0.6769 1.6446 -0.1870 -0.4 0.9 -1.7 -0.639
O -0.9450 -0.5887 -0.0060 0.6 -1.3 -1.5 -0.391
O 1.2638 -0.1928 -1.0818 -0.1 0.1 0.1 -0.611
O -1.5977 0.7829 1.5880 -1.7 -0.3 -1.0 -0.640
C -1.2283 0.6543 0.4075 3.1 0.2 4.2 0.757
C 0.5706 -0.9604 -0.2497 -1.2 -0.2 -0.1 0.010
H 0.4259 -1.9723 -0.6722 0.0 0.2 0.4 0.142
H 0.9901 -0.9927 0.7776 -0.3 0.0 -0.2 0.274
```
Forces are in eV/Å.

## Properties
multiplicity = 4
total charge = -1
LUMO energy (spin up / spin down) = 4.25 / 3.17 eV



Record 6
Entry from the OMol25 dataset: C8H13N5 in the gas phase (ωB97M-V with the def2-TZVPD basis set).

The geometry in XYZ format:
```
26
Properties=species:S:1:pos:R:3:forces:R:3:mulliken_charge:R:1
N -0.7713 -0.2525 -1.9317 -1.0 0.9 2.0 -0.661
N 0.6770 1.2608 -1.4806 1.4 3.4 2.6 -0.032
N 0.1584 1.0110 2.4045 -0.8 -0.9 0.1 -0.376
N 1.0736 0.7593 -2.5788 -0.4 -1.2 -0.9 -0.954
N 0.1728 -0.1750 -2.7924 -0.2 -1.8 -2.9 1.001
C 0.0914 -1.2192 -3.8552 0.0 0.1 1.3 -0.729
C -0.7483 -0.2392 2.5758 0.0 2.6 -0.9 -0.721
C -1.0257 0.7159 0.2985 -1.2 -0.5 0.2 0.578
C -0.4986 1.7753 1.3419 -0.5 -0.4 -0.8 -1.059
C 0.8767 -0.8790 1.0029 -1.3 -1.5 1.5 -0.777
C -0.7090 -0.6803 1.0874 1.4 0.7 0.0 -0.261
C -0.4420 0.7235 -1.0367 1.1 -2.8 -2.1 -0.040
C 1.3823 0.3556 1.8660 -1.2 -2.8 2.0 -0.621
H 0.9947 -1.7853 -3.9382 0.7 -0.6 0.9 0.316
H 1.2870 -1.0536 0.0313 0.2 0.5 -0.8 0.374
H 0.1600 2.5930 0.9928 -0.2 -0.8 -0.3 0.410
H -2.1196 0.8357 -0.0390 1.0 -0.2 1.6 0.449
H 1.0984 -1.8891 1.5341 -0.3 1.7 -0.6 0.338
H -0.2929 -0.8431 3.3623 -0.2 -0.4 -0.5 0.335
H 2.0499 0.9981 1.3714 0.8 0.9 -0.5 0.374
H 1.8243 -0.1350 2.7964 0.1 1.0 -1.3 0.341
H -1.3372 -1.5460 0.8216 0.4 0.5 -0.1 0.470
H -0.7781 -1.8079 -3.4899 0.8 0.2 -0.9 0.310
H -1.7513 0.1027 2.8751 0.3 -0.1 0.1 0.304
H -1.4298 2.2461 1.6340 0.1 0.3 1.0 0.336
H 0.0572 -0.8717 -4.8535 -1.0 1.1 -0.9 0.295
```
Forces are in eV/Å.

## Properties
structure (SMILES) = Cn1nnc([C@@H]2CN3CC[C@H]2C3)n1
multiplicity = 1
total charge = 0
LUMO energy = 0.88 eV



Record 7
Entry from the OMol25 dataset: C7H6FNOS in the gas phase (ωB97M-V with the def2-TZVPD basis set).

The geometry in XYZ format:
```
17
Properties=species:S:1:pos:R:3:forces:R:3:mulliken_charge:R:1
S 3.0581 1.0207 0.8563 1.3 -0.2 -0.6 -0.086
F 1.4662 -2.5960 -0.2814 -0.5 1.2 0.0 -0.294
O 1.2163 1.0165 -1.1749 0.4 1.2 0.5 -0.325
N 1.4246 -1.1859 0.1293 0.7 0.4 0.0 -0.386
C 0.1224 -0.6732 0.0294 2.3 -2.0 0.3 1.199
C 0.0781 0.6128 -0.4794 -0.3 -1.1 0.4 -0.017
C -0.9740 -1.3913 0.5251 -0.9 1.0 -1.3 -0.644
C -1.1031 1.3117 -0.3762 -0.6 -2.5 0.6 -0.800
C 2.4064 0.6090 -0.6671 -2.5 -2.9 -0.4 0.141
C -2.2592 0.6343 0.0320 0.8 -1.4 0.7 -0.618
C -2.2017 -0.7438 0.4251 -0.3 0.0 0.2 -0.266
H -0.8471 -2.4384 0.7738 0.0 0.2 0.2 0.396
H 1.9771 1.6212 1.2251 -1.3 0.7 0.6 0.169
H -1.0053 2.3081 -0.4956 -0.5 3.3 -0.8 0.489
H -3.2077 1.0949 0.2082 -0.2 0.7 -0.3 0.390
H 2.9806 0.1102 -1.4360 0.6 0.5 0.2 0.341
H -3.1319 -1.3109 0.7063 1.0 0.9 -0.3 0.310
```
Forces are in eV/Å.

## Properties
multiplicity = 1
total charge = 0
LUMO energy (spin up / spin down) = -0.23 / -0.22 eV



Record 8
Entry from the OMol25 dataset: C5H12OS in the gas phase (ωB97M-V with the def2-TZVPD basis set).

The geometry in XYZ format:
```
19
Properties=species:S:1:pos:R:3:forces:R:3:mulliken_charge:R:1
S 1.6404 -0.3000 -0.7528 -1.2 0.3 -0.2 -0.107
O -2.6291 0.3158 0.4961 0.4 0.6 0.6 -0.521
C 0.1909 1.0391 1.2709 1.4 -0.7 -1.3 -0.789
C 0.9199 -0.7451 -2.3438 -0.3 -0.1 -0.9 -0.836
C 0.5065 1.0804 -0.2596 1.0 0.8 1.2 -0.742
C -0.4387 -0.2912 1.6623 -1.1 0.4 0.0 -0.513
C -1.6825 -0.7085 0.8690 -0.5 0.6 -0.4 -0.399
H 1.1544 1.0933 1.7915 -0.2 0.2 0.1 0.363
H -1.4197 -1.1193 -0.1100 0.3 -0.4 0.3 0.188
H 0.2596 -1.1007 1.4623 0.3 0.1 0.3 0.309
H -2.4408 1.1323 0.9819 -0.1 -0.4 -0.1 0.306
H -0.6881 -0.2824 2.7277 0.1 0.0 0.0 0.335
H 0.7374 -1.8155 -2.4270 0.1 0.0 0.1 0.288
H 1.5113 -0.4300 -3.2051 0.4 -0.1 0.2 0.334
H 1.1405 1.9446 -0.4614 -0.2 0.3 0.2 0.418
H -2.2298 -1.4296 1.4748 0.1 -0.3 -0.2 0.322
H -0.0358 -0.2530 -2.5237 -0.1 0.0 0.5 0.269
H -0.3442 1.9612 1.4824 -0.4 -0.1 0.4 0.342
H -0.4385 1.3041 -0.7518 0.1 -1.0 -0.7 0.432
```
Forces are in eV/Å.

## Properties
structure (SMILES) = CSCCCCO
multiplicity = 1
total charge = 0
LUMO energy = 0.87 eV



Quick rundown of calculated total energy, same order as above: -156121.56116, -88657.75830, -87377.63976, -37598.92257, -51338.58621, -15954.40790, -24441.24099, -18261.53142 eV